# 1
{
  "formula": "C5H6FNO",
  "method": "wB97M-V/def2-TZVPD",
  "spin_multiplicity": 3,
  "orbital_gap_ev": [5.80, 7.97],
  "lumo_ev": [0.862, -1.620],
  "e_tot_ha": -423.658289,
  "molar_mass_g_mol": 115.1,
  "e_homo_ha": [-0.181, -0.352],
  "species": ["C", "C", "C", "C", "C", "N", "O", "F", "H", "H", "H", "H", "H", "H"],
  "xyz": [[0.353, 1.051, 0.269], [1.073, 0.067, -0.682], [-0.599, 2.287, -0.174], [0.477, -0.599, 0.341], [-0.286, -2.842, 0.307], [-0.438, 3.339, 0.465], [-0.143, -1.565, 0.946], [-1.139, 2.050, -1.386], [0.890, 1.392, 1.170], [1.633, -0.086, -1.524], [0.030, -2.757, -0.774], [-1.269, -2.994, 0.123], [0.308, -3.438, 0.977], [-0.890, 4.096, -0.059]],
  "atomic_forces_ev_per_a": [[-0.4, -1.3, -1.2], [-0.3, 3.1, -1.1], [3.6, -4.1, 0.2], [-0.9, 1.7, 5.2], [3.1, 1.7, -1.5], [-1.2, 0.9, -0.8], [-1.5, -0.1, -0.5], [-0.6, 0.8, 0.5], [0.1, -0.2, -0.5], [1.0, 0.1, -2.0], [0.8, -0.4, 1.2], [-3.3, -1.2, 0.6], [-0.3, -1.2, -0.5], [-0.1, 0.2, 0.4]],
  "mulliken_charge": [-0.195, -0.785, 0.441, 0.320, -0.622, -0.540, -0.321, -0.221, 0.371, 0.459, 0.283, 0.287, 0.262, 0.262]
}

***

# 2
{
  "formula": "C4H8O2",
  "method": "wB97M-V/def2-TZVPD",
  "spin_multiplicity": 1,
  "orbital_gap_ev": 9.04,
  "lumo_ev": 0.477,
  "e_tot_ha": -307.501348,
  "molar_mass_g_mol": 88.1,
  "e_homo_ha": -0.315,
  "species": ["C", "C", "C", "C", "O", "O", "H", "H", "H", "H", "H", "H", "H", "H"],
  "xyz": [[-1.247, 0.535, -0.356], [2.637, -1.202, 1.103], [-0.854, 1.085, 0.757], [-0.792, -0.716, -0.957], [3.322, -1.397, 0.032], [-1.450, 2.252, 1.230], [-2.232, 0.801, -0.760], [1.763, -0.487, 0.985], [0.081, 0.692, 1.321], [-0.054, -1.087, -0.106], [-0.416, -0.500, -1.876], [-1.558, -1.411, -1.091], [2.934, -1.062, -0.871], [-2.135, 2.498, 0.588]],
  "atomic_forces_ev_per_a": [[-2.6, -0.6, -0.7], [0.0, 0.3, 1.1], [1.5, 1.0, 1.4], [2.2, -0.4, 4.7], [-1.2, 0.4, -2.3], [0.6, -0.8, 0.2], [0.3, 0.8, 0.0], [0.5, -0.5, -0.8], [-1.9, 1.1, -0.7], [-0.9, 0.0, -2.5], [1.8, 0.1, -2.6], [-1.3, -1.2, 0.1], [0.7, -0.3, 1.9], [0.3, -0.1, 0.3]],
  "mulliken_charge": [-0.132, 0.195, 0.233, -0.837, -0.234, -0.485, 0.166, -0.196, 0.000, 0.036, 0.297, 0.335, 0.326, 0.296]
}

***

# 3
{
  "formula": "C5H16N3",
  "method": "wB97M-V/def2-TZVPD",
  "spin_multiplicity": 1,
  "total_charge": 1,
  "orbital_gap_ev": 9.71,
  "lumo_ev": -2.951,
  "e_tot_ha": -364.109684,
  "molar_mass_g_mol": 118.2,
  "e_homo_ha": -0.465,
  "species": ["C", "C", "N", "C", "H", "H", "H", "H", "H", "H", "H", "N", "C", "C", "N", "H", "H", "H", "H", "H", "H", "H", "H", "H"],
  "xyz": [[-2.287, -0.080, -1.656], [-1.750, 1.082, -1.276], [-1.162, 1.334, -0.021], [-1.345, 2.718, 0.473], [-2.281, -0.993, -1.074], [-2.634, -0.149, -2.677], [-1.751, 1.925, -1.956], [-1.445, 0.665, 0.683], [-0.646, 2.937, 1.271], [-1.125, 3.381, -0.362], [-2.383, 2.886, 0.753], [0.976, -0.379, -0.976], [1.215, -1.574, -0.110], [1.787, -1.129, 1.225], [2.177, -2.313, 1.976], [0.328, 0.340, -0.526], [1.858, 0.088, -1.173], [0.523, -0.587, -1.861], [0.256, -2.073, 0.017], [1.922, -2.214, -0.632], [2.663, -0.501, 1.044], [1.051, -0.513, 1.767], [2.710, -2.048, 2.796], [1.346, -2.805, 2.297]],
  "atomic_forces_ev_per_a": [[0.7, 0.3, -0.6], [-0.7, -0.6, 0.3], [0.4, 0.2, 0.0], [0.1, -0.3, -0.7], [-0.2, 0.1, 0.3], [-0.2, -0.1, 0.1], [0.1, 0.1, 0.1], [-0.2, -0.1, 0.0], [-0.1, 0.0, 0.2], [0.1, 0.1, 0.1], [0.0, 0.1, 0.3], [-0.3, 0.7, 0.2], [0.0, 0.1, 0.0], [-0.1, 0.0, 0.3], [-0.2, 0.1, -0.1], [0.3, -0.2, 0.0], [0.1, 0.1, -0.1], [0.0, -0.3, -0.2], [0.1, -0.1, -0.1], [-0.1, -0.2, 0.1], [0.1, -0.1, 0.1], [0.0, 0.1, -0.2], [0.0, -0.1, -0.1], [0.2, 0.0, 0.0]],
  "mulliken_charge": [-0.825, -0.049, -0.377, -1.016, 0.290, 0.282, 0.261, 0.246, 0.314, 0.342, 0.347, -0.142, -0.645, -0.421, -0.597, 0.322, 0.405, 0.405, 0.324, 0.374, 0.388, 0.293, 0.254, 0.226]
}